Entry 1:
22
Properties=species:S:1:pos:R:3:forces:R:3:nbo_charge:R:1 method="wB97M-V/def2-TZVPD" orbital_gap_ha="0.263 / 0.275" e_lumo_ev="-0.61 / -0.18" fmax_ev_per_a=4.0 de_lowest_ev=5.827 molar_mass_g_mol=195.25 e_tot_ev=-25683.5925
C -0.30389 2.70319 0.98851 -0.14 0.01 -0.56 0.170
C 1.48228 -0.95427 -1.00776 0.15 1.12 2.17 0.149
C 0.94355 0.20709 0.95481 -0.47 0.72 1.05 0.342
C 2.79247 -1.14811 0.99105 1.19 1.83 -0.23 -0.109
C -1.27695 1.72688 1.02602 -1.25 -2.92 0.84 -0.137
C 0.84438 0.32839 -0.48240 -3.16 -2.47 -0.04 -0.294
C -2.82254 -1.28210 -0.96561 -0.73 2.18 -0.65 -0.786
N 0.46639 3.56297 0.98240 0.46 0.48 -0.10 -0.310
N 2.37512 -1.46208 -0.30267 1.40 -2.11 -2.51 -0.402
N 1.73397 -0.39165 1.64788 0.43 -0.16 1.40 -0.432
N -0.58675 0.58387 -0.96962 0.96 0.83 0.10 -0.446
N -1.53806 0.70227 0.06852 0.71 1.89 0.54 -0.387
S -2.15070 -0.77952 0.61369 -0.04 -0.28 0.16 0.445
H 1.24275 -1.31481 -1.96596 -0.36 -0.56 -1.20 0.195
H 3.07180 -2.08543 1.42954 -0.29 -0.31 0.97 0.219
H 3.77177 -0.51385 1.01927 -1.66 -0.93 -0.36 0.218
H -1.81453 1.55638 1.97234 0.21 0.40 -0.59 0.244
H 1.45800 1.03517 -0.86364 1.79 2.88 -0.95 0.241
H -3.79215 -0.83498 -1.20941 0.09 0.71 0.41 0.218
H -3.15174 -2.27217 -0.87079 0.65 -1.93 -0.26 0.236
H -2.13857 -0.91481 -1.76470 -0.24 -1.23 0.55 0.260
H -0.60662 1.54756 -1.29146 0.31 -0.16 -0.73 0.366



Entry 2:
26
Properties=species:S:1:pos:R:3:forces:R:3:mulliken_spin:R:1 method="wB97M-V/def2-TZVPD" multiplicity=2 orbital_gap_ha="0.228 / 0.192" e_lumo_ev="2.55 / 1.49" fmax_ev_per_a=1.7 de_lowest_ev=0.463 molar_mass_g_mol=585.53 charge=-1 e_tot_ev=-58595.5423
Tl 0.09803 -0.22034 1.84753 -0.39 0.03 0.65 0.034
S -3.83533 0.92167 2.46545 0.29 0.45 0.15 0.279
Sb -2.06076 2.37398 2.97595 0.66 -1.47 -0.43 0.201
S -0.52538 1.14347 4.39141 -0.55 0.66 -0.37 0.309
S -0.74974 2.31944 0.92453 -0.54 0.17 0.59 0.169
N 3.63484 2.14688 0.15599 0.06 0.21 -0.13 0.001
C 4.49839 1.10288 0.34926 0.43 -0.34 -0.01 0.000
C 3.80648 0.18370 1.08060 0.34 0.04 -0.17 0.000
N 2.55087 0.64663 1.32358 -0.18 0.21 0.13 0.000
C 2.47686 1.82628 0.76405 -0.18 0.08 0.02 0.002
H 3.80695 2.98950 -0.36665 0.00 -0.11 0.09 -0.001
H 5.49665 1.09925 -0.04337 0.11 0.02 -0.03 0.000
H 4.12852 -0.76846 1.45631 0.13 -0.14 -0.02 -0.001
H 1.59147 2.43828 0.78351 -0.11 0.24 -0.03 -0.001
N -4.22223 -1.47635 -1.49243 -0.45 0.12 0.01 0.000
C -2.86556 -1.50153 -1.52634 0.72 -0.31 -0.31 -0.006
C -2.10335 -0.62722 -0.72452 0.17 -0.03 0.03 -0.003
N -0.78713 -0.65716 -0.73216 -0.33 -0.10 -0.65 0.003
C -0.19472 -1.50592 -1.57916 0.00 -0.11 -0.01 0.007
C -0.94122 -2.34144 -2.38003 0.09 -0.03 0.04 -0.003
N -2.27182 -2.36695 -2.35397 -0.41 0.24 0.20 0.002
H -4.65903 -0.97241 -0.73822 -0.04 -0.07 0.02 0.000
H -4.70792 -2.26821 -1.88167 0.08 0.11 0.08 0.000
H -2.58135 0.07086 -0.05151 -0.10 0.19 0.23 0.009
H 0.88634 -1.51849 -1.58673 0.08 -0.04 -0.03 0.000
H -0.46986 -3.03834 -3.06138 0.11 -0.02 -0.03 0.000



Entry 3:
18
Properties=species:S:1:pos:R:3:forces:R:3:nbo_charge:R:1 method="wB97M-V/def2-TZVPD" orbital_gap_ha=0.333 e_lumo_ev=1.15 fmax_ev_per_a=2.5 de_lowest_ev=5.363 molar_mass_g_mol=123.15 e_tot_ev=-10937.4511
C 1.98366 1.47424 0.47229 -1.88 -1.45 0.68 -0.615
C 0.28419 -0.21423 -0.44763 -1.10 -1.51 0.67 0.247
C -2.06000 -0.20385 -0.56309 0.42 -1.47 -0.50 0.029
C -2.61790 -0.42306 0.80297 0.25 -0.12 -0.19 -0.171
C 0.62469 -1.44193 0.03565 -1.01 0.28 -0.13 -0.162
C 1.69185 0.22781 -0.40152 0.84 1.21 0.65 -0.084
C -3.13483 0.50228 0.06933 -0.71 0.11 0.06 -0.173
H 1.67524 2.33981 -0.14760 0.33 -0.22 0.70 0.216
H 3.03562 1.50292 0.80619 -0.64 0.16 -0.12 0.224
H 1.21902 1.30099 1.33735 1.72 0.93 -1.04 0.214
H -2.22891 -0.93624 -1.39753 0.38 0.69 0.75 0.172
H -2.56844 -0.98511 1.71404 -0.04 -0.03 0.07 0.233
H 0.18243 -2.44518 0.21730 0.21 1.08 -0.02 0.205
H 2.47395 -1.70400 -0.50082 0.90 0.16 0.00 0.342
H 2.12551 0.40188 -1.36738 0.39 -0.33 -0.70 0.191
H -3.87829 1.21628 -0.15709 -0.54 0.64 0.17 0.223
N 2.04056 -1.11974 0.20576 -0.69 -0.03 -0.64 -0.589
O -0.84834 0.50714 -0.67825 1.18 -0.11 -0.40 -0.502



Entry 4:
18
Properties=species:S:1:pos:R:3:forces:R:3:nbo_charge:R:1 method="wB97M-V/def2-TZVPD" orbital_gap_ha=0.311 e_lumo_ev=0.97 fmax_ev_per_a=4.5 de_lowest_ev=5.748 molar_mass_g_mol=123.15 smiles="c1cc[nH]c1.CC1=CO1" e_tot_ev=-10937.0664
C 1.51229 -0.21653 -2.25530 -1.06 1.34 1.59 -0.290
C 1.44521 0.91839 -1.40542 0.72 2.26 0.87 -0.311
C 0.26236 -0.45175 -2.69770 -0.31 4.08 1.88 -0.075
C 0.18212 1.47531 -1.45237 1.79 -2.11 -1.11 -0.062
C -2.34417 -0.96196 1.88615 -0.01 -1.78 -0.70 -0.002
C -1.26383 -0.28379 2.05178 -1.34 -1.51 -0.04 0.276
C 0.15532 -0.03597 2.22379 -0.90 2.03 -1.82 -0.680
N -0.53815 0.64886 -2.24103 0.71 -2.36 -0.63 -0.507
O -2.50470 0.47027 2.15339 -0.53 1.35 0.25 -0.566
H 2.41374 -0.64904 -2.45188 1.90 -1.70 -0.58 0.218
H 2.25584 1.50029 -0.89558 -0.60 -1.15 -0.55 0.215
H -0.16029 -1.04849 -3.38769 -1.10 -2.18 -2.08 0.198
H -3.07914 -1.81475 1.62050 1.67 1.96 0.64 0.242
H -0.12214 2.40714 -1.11888 -0.84 1.33 0.67 0.212
H 0.40713 0.38188 3.13895 0.20 -0.05 2.48 0.238
H 0.48867 0.85448 1.63449 -0.28 -1.07 -0.58 0.246
H 0.63298 -0.93686 1.98159 1.19 -0.94 -0.27 0.245
H -1.30849 0.87065 -2.81076 -1.22 0.49 -0.04 0.402



Entry 5:
18
Properties=species:S:1:pos:R:3:forces:R:3:nbo_charge:R:1 method="wB97M-V/def2-TZVPD" orbital_gap_ha=0.338 e_lumo_ev=0.76 fmax_ev_per_a=5.4 de_lowest_ev=3.995 molar_mass_g_mol=123.15 smiles="O=C1C=CN2CC[C@@H]2C1" e_tot_ev=-10938.8194
C -1.56076 0.11518 -1.08366 -0.76 1.70 0.54 0.524
C -0.15549 -0.18607 -1.66140 -3.67 1.36 -3.71 -0.521
C 0.82579 -0.38151 -0.58650 -0.54 1.92 -0.63 -0.082
C 1.30252 0.85118 0.17086 -2.14 0.42 0.37 -0.417
C 1.35577 -0.02874 1.41882 -2.29 -1.12 2.12 -0.225
C -0.96647 -0.83684 1.02405 3.29 1.21 1.68 0.059
C -1.89004 -0.25845 0.26372 -2.91 -0.92 2.10 -0.396
H -0.33276 -0.96492 -2.52085 0.77 0.88 1.92 0.250
H -0.10070 0.80825 -2.28922 0.83 -1.78 1.21 0.261
H 1.65616 -0.85206 -0.96212 2.11 -1.53 -0.86 0.199
H 0.37425 1.62552 0.22601 2.83 -1.37 -0.04 0.228
H 2.27773 1.10913 -0.08577 1.25 1.77 -0.90 0.218
H 0.76304 0.51820 2.27714 1.50 -1.47 -1.16 0.201
H 2.27688 -0.65288 1.81306 -1.63 1.78 -1.10 0.227
H -0.94005 -0.82469 2.14900 -0.89 -0.64 -1.22 0.207
H -2.94947 0.01316 0.78635 2.72 -0.66 -1.83 0.247
N 0.39585 -0.99309 0.62009 -0.97 -1.13 2.89 -0.418
O -2.33225 0.93862 -1.55959 0.49 -0.42 -1.36 -0.562



Entry 6:
19
Properties=species:S:1:pos:R:3:forces:R:3:nbo_charge:R:1 method="wB97M-V/def2-TZVPD" orbital_gap_ha=0.330 e_lumo_ev=0.19 fmax_ev_per_a=11.3 de_lowest_ev=5.099 molar_mass_g_mol=139.15 e_tot_ev=-12985.3959
C -2.57643 -0.22316 0.93655 0.69 4.40 -1.62 -0.703
C -1.76516 0.03106 -0.42912 -1.75 0.85 1.09 0.581
C -0.28645 0.01274 -0.29843 0.64 2.63 0.16 -0.373
C 0.50711 1.16226 -0.17750 0.80 -7.16 -0.98 0.467
C 1.98110 0.72524 -0.12769 -5.02 -2.78 7.57 -0.452
C 2.02021 -0.77923 -0.23667 -1.43 -1.97 5.09 -0.456
C 0.49373 -1.21057 -0.20287 3.64 4.26 -1.20 0.338
H -2.39587 0.98037 1.62059 -0.14 -4.29 -1.69 0.220
H -2.20286 -1.19333 1.28910 -0.57 0.62 0.87 0.236
H -3.61893 -0.07986 0.55994 0.62 -0.92 0.89 0.240
H 0.83364 3.04811 -0.30456 -0.83 -1.25 0.38 0.505
H 2.32800 1.11873 0.83048 0.67 -0.02 -0.23 0.212
H 2.40791 1.04423 -0.86703 5.10 4.40 -7.88 0.197
H 2.42482 -1.26387 0.77648 -0.69 1.19 -1.77 0.221
H 2.63852 -1.32639 -0.91485 -0.04 0.30 -1.19 0.245
H -0.68883 -2.36923 -0.55372 -10.99 -0.97 -2.37 0.310
N 0.14354 -2.36635 -0.32791 8.89 -3.47 2.10 -0.639
O -2.37587 0.32617 -1.44494 1.00 -0.47 0.94 -0.522
O 0.13182 2.36309 -0.12786 -0.59 4.64 -0.17 -0.627



Entry 7:
19
Properties=species:S:1:pos:R:3:forces:R:3:nbo_charge:R:1 method="wB97M-V/def2-TZVPD" orbital_gap_ha=0.368 e_lumo_ev=0.58 fmax_ev_per_a=8.8 de_lowest_ev=2.366 molar_mass_g_mol=139.15 smiles="c1ccncc1.CC(=O)O" e_tot_ev=-12988.1289
C -0.56503 1.69828 -0.58760 -0.11 0.30 -0.14 0.796
C 0.69232 1.91912 0.17043 1.20 0.82 -0.19 -0.738
C -0.40103 -0.71012 1.68156 -2.17 -1.30 -1.92 -0.009
C 0.76690 -1.36034 1.22482 2.93 0.36 8.34 -0.251
C 1.14058 -1.69227 0.02405 -0.97 -2.18 -5.05 -0.231
C 0.07906 -1.44609 -0.86823 0.22 -1.20 -3.14 -0.218
C -1.16200 -1.04137 -0.43366 -1.78 1.29 -1.90 0.002
H -1.27477 1.05945 -2.19371 0.89 0.06 0.46 0.495
H 0.50517 2.56350 1.04057 -0.04 -0.49 -0.23 0.242
H 1.19203 0.98373 0.44363 -0.31 0.26 -0.01 0.251
H 1.41578 2.45819 -0.48579 -0.51 -0.35 0.34 0.240
H -0.62321 -0.42804 2.73662 0.49 -0.26 -1.09 0.223
H 1.65560 -1.69321 2.01982 -2.67 1.31 -1.38 0.209
H 2.00091 -2.38658 -0.21857 -0.89 1.50 0.26 0.242
H 0.04422 -1.59846 -2.01639 0.83 -0.02 2.11 0.225
H -1.93692 -0.80405 -1.30745 1.30 -0.99 2.29 0.186
N -1.48707 -0.63954 0.78563 2.50 -0.14 2.18 -0.386
O -1.65894 2.03889 -0.25251 -0.64 0.56 0.38 -0.585
O -0.38360 1.07892 -1.76322 -0.28 0.46 -1.29 -0.693